(1)
C42H61B2N12S3Ti | wB97M-V/def2-TZVPD

The geometry in XYZ format:
```
121
Properties=species:S:1:pos:R:3:forces:R:3
Ti 0.52203 -0.50925 -2.11009 -0.1 -0.6 0.9
C -5.04379 -0.94484 -1.53120 0.0 0.0 0.0
C -4.10231 -0.81181 -0.38092 -0.2 0.0 0.2
C -4.49790 -0.88259 0.91959 0.1 0.0 -0.3
C -3.54930 -0.76846 1.97267 -0.1 -0.1 -0.1
N -2.28272 -0.62386 1.70806 0.2 -0.1 0.5
N -1.88474 -0.54281 0.43351 -0.3 0.0 -0.8
B -0.35020 -0.49125 0.27796 -0.5 -0.5 1.0
N 0.21597 -1.75218 0.95378 0.0 -0.5 -0.1
N 0.54032 -1.61897 2.23625 0.1 0.4 0.2
C 0.90435 -2.67658 2.90746 0.0 -0.2 0.0
C 0.91108 -3.95523 2.29227 0.0 0.1 -0.2
C 0.59570 -4.09272 0.97013 0.0 0.0 0.2
C 0.59495 -5.40149 0.25202 0.0 0.0 0.0
C 0.27208 -2.89944 0.27283 0.0 0.1 0.1
S -0.02900 -2.87056 -1.41451 -0.1 0.4 0.0
C 1.35047 -2.50611 4.34605 0.1 0.1 0.1
C 1.11786 -1.07280 4.82668 0.0 -0.1 -0.1
C 0.57653 -3.47638 5.25046 0.0 0.0 -0.1
C 2.85567 -2.82068 4.39880 -0.1 0.0 0.0
N 0.29858 0.77824 0.79354 0.9 0.5 -0.2
N -0.41781 1.65072 1.50653 -0.5 -0.1 0.0
C 0.15006 2.74442 1.93028 0.0 0.1 0.0
C 1.49922 3.04548 1.60779 0.1 -0.2 -0.2
C 2.26134 2.14350 0.92631 -0.1 0.2 0.1
C 3.69471 2.38066 0.57734 0.0 0.0 0.1
C 1.61255 0.94852 0.51979 -0.3 -0.2 0.2
S 2.39898 -0.27689 -0.37038 -0.5 0.3 -0.5
C -0.64933 3.68958 2.80288 -0.1 0.1 0.1
C -0.74261 5.07083 2.13777 0.0 -0.1 0.0
C -2.05856 3.15266 3.04592 0.1 0.0 0.0
C 0.08465 3.80527 4.15169 0.0 0.0 -0.1
C -2.71185 -0.61176 -0.62288 0.3 0.0 0.1
S -2.09352 -0.46153 -2.19658 0.5 0.1 0.1
C -4.00740 -0.79909 3.41980 0.1 0.1 0.1
C -4.82347 0.48151 3.66752 0.1 -0.1 0.0
C -2.80541 -0.84831 4.36395 -0.1 0.0 -0.1
C -4.89784 -2.02512 3.66462 0.1 0.0 0.0
H -6.06722 -1.06942 -1.18567 0.0 0.0 0.0
H -4.77020 -1.80696 -2.14271 0.0 0.0 0.0
H -4.98497 -0.06412 -2.17279 0.0 0.0 0.0
H -5.54100 -1.05316 1.14962 0.0 0.1 0.0
H 1.19070 -4.82639 2.86940 0.0 0.0 0.0
H 0.92395 -6.20716 0.90363 0.0 0.0 0.0
H 1.24538 -5.35941 -0.62306 0.0 0.0 0.0
H -0.41051 -5.62623 -0.11001 0.0 0.0 0.0
H 0.06028 -0.81471 4.78015 0.0 0.0 0.0
H 1.67297 -0.35922 4.21708 0.0 0.0 0.0
H 1.45196 -0.97800 5.85964 0.0 0.0 0.0
H -0.50092 -3.34354 5.13455 0.0 0.0 0.0
H 0.83243 -3.27638 6.29049 0.0 0.0 0.0
H 0.82305 -4.51924 5.04807 0.0 0.0 0.0
H 3.41243 -2.14567 3.74618 0.0 0.0 0.0
H 3.06569 -3.84794 4.09548 0.0 0.0 0.0
H 3.21924 -2.68971 5.41815 0.0 0.0 0.0
H 1.92230 4.00094 1.88873 0.0 0.0 0.1
H 3.94970 3.43222 0.69490 0.0 0.0 0.0
H 3.90473 2.06031 -0.44255 0.0 0.0 0.0
H 4.33797 1.79121 1.23499 0.0 0.0 0.0
H -1.36384 5.02487 1.24180 0.0 0.0 0.0
H 0.23435 5.47364 1.86569 0.0 0.0 0.0
H -1.20847 5.76962 2.83252 0.0 0.0 0.0
H -2.62506 3.10067 2.11439 0.0 -0.1 0.0
H -2.58539 3.81828 3.72983 0.0 0.0 0.0
H -2.01828 2.15848 3.48945 -0.1 0.0 0.0
H 1.04795 4.30839 4.05481 0.0 0.0 0.0
H 0.25084 2.81864 4.58859 0.0 0.0 0.0
H -0.52522 4.38568 4.84373 0.0 0.0 0.0
H -4.21530 1.37042 3.50077 0.0 0.0 0.0
H -5.17792 0.49632 4.69848 0.0 0.0 0.0
H -5.69547 0.53172 3.01284 0.0 0.0 0.0
H -2.09127 -0.06367 4.11955 0.0 0.0 0.1
H -2.29828 -1.81133 4.27655 0.1 0.0 0.0
H -3.13270 -0.72335 5.39598 0.0 0.0 0.0
H -5.84411 -1.96267 3.12641 0.0 0.0 0.0
H -5.13108 -2.08908 4.72729 0.0 0.0 0.0
H -4.39073 -2.94719 3.37402 0.0 0.0 0.0
C -1.25074 -2.79286 -4.53757 0.0 0.0 0.0
C -0.62971 -1.48959 -4.90323 0.1 0.2 -0.2
C -0.63482 -0.87839 -6.15349 0.0 -0.1 0.1
C 0.16145 0.25039 -6.04302 -0.1 -0.1 0.0
C 0.48327 1.26132 -7.08553 0.1 0.0 0.0
N 0.61739 0.30923 -4.77985 0.1 0.1 -0.3
N 0.11727 -0.74617 -4.06604 -0.7 -0.3 -1.0
B 1.82441 1.10662 -4.22335 0.0 -0.3 0.1
N 2.83325 0.05461 -3.75035 0.1 0.0 -0.2
N 2.40763 -1.00675 -3.00546 0.6 -0.3 0.0
C 3.44185 -1.85489 -2.90314 0.0 0.2 0.0
C 3.43982 -3.11582 -2.10791 0.1 0.1 0.0
C 4.53144 -1.33323 -3.60305 0.0 0.0 0.0
C 4.11520 -0.12331 -4.12063 0.1 -0.1 0.1
C 4.88580 0.85437 -4.93745 -0.1 0.0 -0.1
N 1.32202 1.95957 -3.01194 0.1 0.3 -0.1
N 0.23378 1.50891 -2.30463 -0.2 0.4 0.0
C -0.40751 2.60026 -1.82651 0.0 0.2 -0.1
C -1.78342 2.62429 -1.24947 0.1 0.1 0.1
C 0.33730 3.73077 -2.14247 -0.1 -0.1 0.1
C 1.40779 3.29435 -2.91048 -0.1 -0.1 0.1
C 2.46489 4.09960 -3.57608 0.0 -0.1 -0.1
H -1.74753 -3.21242 -5.40906 0.0 0.0 0.0
H -1.98583 -2.68703 -3.74162 0.0 0.0 0.0
H -0.48659 -3.49707 -4.20645 0.0 0.0 0.0
H -1.14767 -1.22951 -7.03278 0.0 0.0 0.0
H -0.02077 0.99987 -8.01217 0.0 0.0 0.0
H 1.55517 1.30459 -7.27999 0.0 0.0 0.0
H 0.15162 2.25395 -6.77930 0.0 0.0 0.0
H 2.28669 1.81831 -5.04998 0.1 0.0 0.0
H 2.52488 -3.22607 -1.53900 0.0 -0.1 0.0
H 4.28611 -3.10271 -1.41981 0.0 0.0 0.0
H 3.55681 -3.98169 -2.76001 0.0 0.0 0.0
H 5.49980 -1.79059 -3.71646 0.0 0.0 0.0
H 5.94308 0.60569 -4.89546 0.0 0.0 0.0
H 4.74681 1.87285 -4.57740 0.0 0.0 0.0
H 4.57546 0.82255 -5.98326 0.0 0.0 0.0
H -1.91786 1.97363 -0.39407 0.0 -0.1 0.1
H -2.49472 2.33656 -2.02302 0.0 0.0 0.0
H -2.01594 3.64155 -0.93887 0.0 0.0 0.0
H 0.09353 4.74932 -1.88960 0.0 0.0 0.0
H 2.49607 5.10048 -3.15288 0.0 0.0 0.0
H 2.26165 4.19350 -4.64460 0.0 0.0 0.0
H 3.44347 3.63345 -3.46717 0.0 0.0 0.0
```
Positions in Å, forces in eV/Å.

Total charge: +2
2S+1: 2
LUMO (alpha / beta) (eV): -6.1113 / -7.1349
<S²>: 0.76
HOMO (alpha / beta) (hartree): -0.47754 / -0.48363
HOMO-LUMO gap (alpha / beta) (eV): 6.88 / 6.03
Energy relative to the best compared isomer or geometry (same formula, charge and spin) (eV): 0.0000

(2)
C3H8OS | wB97M-V/def2-TZVPD

The geometry in XYZ format:
```
13
Properties=species:S:1:pos:R:3:forces:R:3
C -2.22103 0.82870 1.63952 0.8 -1.5 0.5
O -2.21062 1.74742 0.87713 -0.3 0.1 -0.1
H -2.56123 -0.25066 1.30645 0.4 1.7 0.7
H -1.75767 0.94201 2.69129 -0.8 -0.3 -1.1
C 0.28996 0.87261 -0.76553 -0.9 -0.6 0.6
S 1.17374 -0.24627 0.44582 -1.2 1.3 0.2
C 1.61140 -1.59880 -0.61548 2.0 -0.3 -0.8
H 0.88615 0.87642 -1.65795 0.4 0.5 -0.4
H -0.69986 0.44097 -1.06797 0.8 0.3 0.5
H 0.08893 1.89255 -0.33876 0.5 -1.1 -0.4
H 1.92464 -2.45884 0.06445 -1.1 0.8 -1.2
H 2.57475 -1.30596 -1.11459 -0.7 -0.3 0.3
H 0.90082 -1.74015 -1.46437 0.2 -0.6 1.1
```
Positions in Å, forces in eV/Å.

Total charge: 0
LUMO (eV): 0.9232
HOMO (hartree): -0.31035
Structure (SMILES): C=O.CSC
HOMO-LUMO gap (eV): 9.37
Energy relative to the best compared isomer or geometry (same formula, charge and spin) (eV): 1.3455

(3)
C36H50N10O8Ti | wB97M-V/def2-TZVPD

The geometry in XYZ format:
```
105
Properties=species:S:1:pos:R:3:forces:R:3
Ti -0.64553 0.69015 0.74345 1.1 0.0 -0.3
O -0.17461 3.40189 7.50481 0.5 0.1 0.1
C -0.25747 2.75310 6.29626 -0.2 0.0 -0.4
C 0.55674 2.92923 5.18995 -0.3 0.4 -1.1
C 0.17268 2.33579 3.95272 1.7 -0.1 1.7
N -0.77048 1.42993 3.85931 -0.7 -0.1 -0.5
C -1.49191 1.17707 4.94442 -0.1 -0.5 0.8
C -1.27237 1.83488 6.16145 -1.1 -0.9 0.3
C -2.42020 -0.09567 4.99303 1.3 1.0 0.9
O -3.19775 -0.07619 5.95050 -0.8 -0.4 0.0
O -2.08406 -1.00461 4.21666 -0.2 -0.3 -0.8
C 1.09759 2.53975 2.75130 -2.3 0.1 -0.4
O 2.01258 3.32372 2.85209 1.2 0.3 -0.1
O 0.67478 1.95459 1.67822 0.8 -0.2 0.0
H 0.54415 4.05030 7.52755 -0.1 -0.3 -0.4
H 1.45179 3.53234 5.16577 0.0 0.2 0.1
H -1.89510 1.50826 7.01357 0.3 0.4 -0.6
N 0.28389 -0.84306 2.16747 -1.5 2.1 1.6
N 0.29582 -2.18774 1.82080 -0.5 -1.9 0.4
C -0.49261 -2.32321 0.57528 0.6 0.0 0.4
N -1.14818 -3.64938 0.51285 0.4 1.1 0.5
N -1.41478 -1.19754 0.57494 0.9 -0.5 -0.2
N -2.67074 -1.51136 0.27093 -1.2 0.7 0.2
O -3.33290 -2.33790 0.95895 -1.0 -1.0 0.7
O -3.40335 -0.46577 -0.15588 -1.1 1.0 -1.0
H 1.09559 -0.57477 2.73330 -0.4 -0.3 -0.3
H -0.62284 -0.62418 2.72599 1.8 -0.5 -0.2
H -0.21931 -2.71444 2.53057 0.1 0.1 0.0
H -1.25098 -3.94923 -0.46007 -0.3 0.5 0.5
H -2.07169 -3.49224 0.95109 0.2 -0.3 -0.5
C 3.45758 -0.53362 1.67029 0.6 -1.2 0.4
C 2.86931 -0.40421 0.30593 -0.9 -0.1 -2.0
C 3.64396 0.73422 -0.35198 0.1 -0.8 -2.0
C 2.92375 -1.77473 -0.45161 1.3 0.3 1.1
C 4.22670 -2.26578 -0.61235 -0.7 -0.2 -0.5
C 4.49422 -3.59243 -0.91501 -0.2 1.6 -0.6
C 3.41271 -4.40850 -1.04731 0.3 -2.6 0.4
C 2.12055 -4.04220 -0.75398 0.0 1.4 -0.9
C 1.04013 -5.05448 -0.59799 0.0 1.1 -0.3
C 0.23606 -5.27871 -1.88493 -0.5 0.3 0.2
C 1.54164 -6.33666 -0.01284 2.8 0.1 -1.3
C 1.86143 -2.64641 -0.61250 -1.6 -0.2 1.5
N 0.52912 -2.03651 -0.43702 -0.4 0.1 -2.4
C -0.09456 -1.65999 -1.69945 0.4 -0.2 0.1
C -0.53431 -0.42605 -2.03109 1.0 -0.7 1.1
N -0.42480 0.80799 -1.40355 0.7 -0.8 0.1
C -0.51134 1.81767 -2.34627 0.3 -0.3 0.1
C -0.25984 1.64267 -3.74267 0.0 0.2 -1.2
C -0.88277 2.53585 -4.66832 0.7 -0.9 0.0
C -1.48360 3.70361 -4.21463 0.5 -1.0 -0.8
C -1.37269 3.97540 -2.87713 -0.2 -0.4 -1.2
C -0.88157 3.09885 -1.96387 -0.4 0.9 1.1
C -0.81927 3.66043 -0.57158 -0.3 -0.1 1.6
C -2.13130 4.23163 -0.01935 -0.8 -3.3 0.3
C 0.21229 4.74517 -0.42165 -0.2 0.5 -0.3
C 0.83427 0.70877 -4.35562 -2.3 -1.1 1.0
C 0.42303 -0.72989 -4.77427 1.6 -0.4 -1.2
C 2.12601 0.73648 -3.63292 0.4 -0.6 0.2
H 3.32726 0.39168 2.26829 -0.3 -0.8 0.0
H 4.51927 -0.66216 1.47748 0.5 0.2 0.4
H 3.16718 -1.52115 2.07988 -0.3 0.8 0.6
H 1.82967 -0.12521 0.37837 -0.2 0.1 -0.1
H 4.59955 0.32764 -0.79183 -0.7 0.6 0.5
H 3.86876 1.41022 0.43024 0.4 1.1 0.5
H 3.10570 1.25967 -1.17530 0.3 -0.4 0.8
H 4.92686 -1.48293 -0.55654 1.5 0.2 0.3
H 5.44598 -4.01615 -1.15380 0.7 0.2 0.1
H 3.67427 -5.48302 -1.23582 -0.6 1.0 0.1
H 0.40903 -4.54139 0.11653 -0.3 -0.8 0.1
H 0.76697 -5.66817 -2.75317 0.4 0.2 0.1
H -0.39719 -4.42716 -2.19170 0.7 -0.1 0.0
H -0.48338 -6.02337 -1.63873 -0.8 -0.9 0.1
H 0.82214 -7.07849 0.05431 -1.7 -1.3 0.4
H 2.09640 -6.25528 0.92980 -0.3 0.3 -0.1
H 2.28455 -6.73694 -0.75830 -0.5 -0.1 0.7
H -0.24023 -2.47114 -2.44497 -0.1 0.6 0.5
H -1.03358 -0.35716 -2.95576 -0.6 -0.2 -1.1
H -0.84149 2.26045 -5.75806 0.1 0.5 1.1
H -1.90800 4.42405 -4.87808 -0.4 0.2 -0.4
H -1.81923 4.85789 -2.57388 -0.5 1.8 0.9
H -0.40759 2.95236 0.15187 -0.5 -0.3 -0.3
H -2.32580 5.14388 -0.51217 -0.9 0.9 -0.8
H -2.03881 4.46035 1.03221 0.2 0.0 0.4
H -2.91425 3.37497 -0.07729 1.1 2.3 0.2
H -0.00572 5.63247 -1.01270 -0.3 0.3 0.0
H 1.07914 4.33043 -0.83684 1.9 -0.3 -0.3
H 0.36888 4.99253 0.62643 0.0 0.1 0.0
H 1.02771 1.09483 -5.30475 0.2 1.4 -1.5
H 0.56484 -1.53458 -4.01703 0.0 0.8 -0.7
H 1.16542 -0.89749 -5.65832 -1.4 -0.4 1.3
H -0.60633 -0.74304 -5.15582 0.3 -0.1 0.0
H 2.11158 0.27160 -2.67400 -0.2 -1.0 0.5
H 2.40962 1.70806 -3.39218 0.4 2.1 0.2
H 2.93464 0.35633 -4.24374 0.2 -0.5 -0.1
C -4.39533 1.93934 -1.31403 0.3 -1.2 1.5
N -4.58787 1.60036 0.13747 -0.5 -0.6 -0.5
C -3.58393 0.80516 0.78247 0.3 -1.0 1.1
N -4.03158 0.37533 2.13471 -0.6 1.1 -2.7
O -2.36723 1.35894 0.79090 -1.1 0.8 0.4
H -3.61020 2.67221 -1.38245 0.4 -0.2 -0.4
H -5.27471 2.44912 -1.61265 -1.1 0.4 -0.4
H -4.20590 1.05764 -1.94821 0.0 0.4 0.2
H -5.53850 1.22692 0.34502 1.3 0.4 -0.3
H -4.54735 -0.47558 1.99558 -0.2 -0.5 0.2
H -3.24667 0.14366 2.69288 1.0 -0.3 0.6
```
Positions in Å, forces in eV/Å.

Total charge: -2
2S+1: 3
LUMO (alpha / beta) (eV): 4.1658 / 4.1656
<S²>: 2.01
HOMO (alpha / beta) (hartree): -0.05540 / -0.08031
HOMO-LUMO gap (alpha / beta) (eV): 5.67 / 6.35
Energy relative to the best compared isomer or geometry (same formula, charge and spin) (eV): 4.3236

Summary of E in eV
-119393.966 -16121.892 -92537.856
(order as listed above)